(1)
The following is a quantum chemistry calculation of a molecular structure, C39H41CoN5SSb, from the Open Molecules 2025 dataset.

As for the total energy: -103541.998 eV. Its molar mass is 792.6 u. Its net charge is +2. Its spin multiplicity is 5. Its LUMO energy (alpha / beta) is -7.4 / -8.4 eV.

Last column: Mulliken charge in e.
Geometry (Å):
Co1 -0.22 -0.09 0.82  0.124
S1 -1.58 -1.70 -0.13  -0.511
C1 -2.56 -0.50 -0.91  0.754
N1 -3.48 -0.97 -1.71  -0.799
N2 -4.47 -0.32 -2.25  0.246
C2 -5.26 0.69 -1.77  0.912
C3 -5.22 1.14 -0.44  -0.107
C4 -6.09 2.13 -0.04  -0.726
C5 -6.99 2.70 -0.94  -0.480
C6 -7.02 2.27 -2.26  -0.650
C7 -6.18 1.25 -2.68  -0.523
N3 -2.32 0.80 -0.73  -0.697
N4 -1.20 1.18 -0.22  1.157
C8 -1.00 2.54 -0.09  0.506
C9 -1.92 3.47 -0.60  -0.288
C10 -1.65 4.82 -0.50  -0.777
C11 -0.48 5.26 0.10  -0.468
C12 0.43 4.35 0.63  -0.885
C13 0.17 2.99 0.54  -0.270
H1 -4.80 -0.77 -3.12  0.286
H2 -4.55 0.68 0.26  0.594
H3 -6.10 2.46 0.99  0.431
H4 -7.66 3.47 -0.61  0.436
H5 -7.71 2.71 -2.96  0.410
H6 -6.22 0.89 -3.70  0.381
H7 -2.80 3.10 -1.09  0.486
H8 -2.36 5.54 -0.89  0.447
H9 -0.26 6.32 0.15  0.444
H10 1.33 4.70 1.10  0.452
H11 0.87 2.27 0.95  0.357
C14 3.71 1.75 0.40  -0.869
C15 4.41 0.87 -0.60  0.612
C16 5.74 1.11 -0.92  -0.780
C17 6.39 0.36 -1.89  -0.785
C18 5.70 -0.62 -2.58  -1.016
C19 4.37 -0.87 -2.27  -0.655
C20 3.75 -0.15 -1.27  0.888
Sb1 1.76 -0.86 -0.78  1.525
C21 2.34 -2.81 0.02  0.343
C22 2.96 -3.72 -0.82  -0.065
C23 3.38 -4.94 -0.32  -0.963
C24 3.17 -5.25 1.01  -0.787
C25 2.55 -4.34 1.84  -0.789
C26 2.13 -3.10 1.37  0.121
C27 1.51 -2.12 2.31  -0.466
C28 1.11 -1.04 -2.83  0.592
C29 1.35 0.10 -3.59  -0.784
C30 1.04 0.13 -4.93  -0.752
C31 0.47 -0.98 -5.52  -0.700
C32 0.21 -2.11 -4.77  -0.596
C33 0.50 -2.16 -3.40  0.875
C34 0.12 -3.38 -2.64  -1.657
H12 4.40 2.49 0.80  0.500
H13 3.32 1.16 1.23  0.107
H14 2.89 2.27 -0.09  0.103
H15 6.27 1.90 -0.40  0.423
H16 7.42 0.56 -2.11  0.408
H17 6.18 -1.19 -3.36  0.480
H18 3.83 -1.62 -2.83  0.244
H19 3.10 -3.49 -1.87  0.386
H20 3.86 -5.65 -0.98  0.476
H21 3.50 -6.20 1.41  0.432
H22 2.38 -4.58 2.88  0.430
H23 1.36 -2.56 3.29  0.427
H24 0.52 -1.80 1.93  -0.194
H25 2.16 -1.25 2.43  0.273
H26 1.80 0.98 -3.12  0.461
H27 1.22 1.03 -5.51  0.473
H28 0.21 -0.97 -6.57  0.431
H29 -0.26 -2.97 -5.22  0.492
H30 -0.95 -3.56 -2.72  0.488
H31 0.38 -3.31 -1.58  -0.122
H32 0.62 -4.25 -3.06  0.494
C35 -2.20 1.18 5.52  -1.678
C36 -1.03 0.27 5.13  2.017
C37 0.27 0.71 5.85  -1.555
C38 -1.34 -1.20 5.42  -1.432
C39 -0.78 0.38 3.72  -0.053
N5 -0.53 0.46 2.60  -0.538
H33 -2.35 1.11 6.60  0.416
H34 -3.12 0.88 5.02  0.382
H35 -1.99 2.22 5.27  0.402
H36 0.16 0.54 6.91  0.421
H37 0.45 1.77 5.68  0.407
H38 1.12 0.14 5.49  0.361
H39 -1.45 -1.35 6.50  0.431
H40 -0.54 -1.85 5.07  0.264
H41 -2.27 -1.51 4.95  0.410

(2)
The following is a quantum chemistry calculation of 2 unconnected molecules or ions with the total composition C6H10N2, from the Open Molecules 2025 dataset.

As for the total energy: -9359.727 eV. Its molar mass is 110.2 u. Its net charge is 0. Its LUMO energy is 0.9 eV. The SMILES is c1ccncc1.CN.

Last column: Mulliken charge in e.
Geometry (Å):
C1 -0.93 1.12 0.38  -0.193
C2 1.36 -0.53 1.07  -0.196
C3 0.99 0.14 -0.04  -0.628
C4 0.38 -0.50 -1.16  -0.398
C5 0.04 -1.83 -1.01  -0.377
C6 0.32 -2.48 0.21  -0.198
H1 -1.36 3.21 0.23  0.255
H2 0.12 2.85 -0.61  0.243
H3 -0.94 0.25 -0.31  -0.012
H4 -0.15 0.94 1.19  0.094
H5 -2.04 1.08 0.62  0.430
H6 1.44 -0.16 2.19  0.340
H7 1.20 1.16 -0.22  0.585
H8 0.00 -0.05 -2.07  0.461
H9 -0.34 -2.27 -1.85  0.445
H10 -0.16 -3.47 0.55  0.317
N1 -0.83 2.39 -0.39  -0.638
N2 0.89 -1.84 1.22  -0.531

(3)
The following is a quantum chemistry calculation of 10 unconnected molecules or ions with the total composition H21O10, from the Open Molecules 2025 dataset.

As for the total energy: -20808.072 eV. Its molar mass is 181.2 u. Its net charge is +1. Its LUMO energy is -3.2 eV.

Last column: Mulliken charge in e.
Geometry (Å):
O1 0.16 0.13 -0.27  -0.309
H1 0.51 -0.75 -0.73  0.461
H2 0.87 0.78 -0.44  0.427
H3 0.06 -0.10 0.79  0.427
O2 1.78 2.04 -1.41  -0.730
H4 0.91 2.30 -1.94  0.372
H5 1.91 2.81 -0.78  0.338
O3 2.53 1.25 1.77  -0.649
H6 3.32 1.15 1.22  0.317
H7 2.80 2.10 2.39  0.346
O4 -0.16 -2.85 -1.13  -0.621
H8 -1.14 -3.13 -1.21  0.322
H9 0.17 -2.95 -2.07  0.285
O5 0.66 -3.44 1.70  -0.620
H10 1.20 -2.72 2.06  0.309
H11 0.69 -3.12 0.72  0.307
O6 -2.20 1.74 -1.58  -0.516
H12 -2.02 0.89 -1.93  0.258
H13 -3.08 1.87 -1.59  0.253
O7 0.06 -0.40 2.27  -0.467
H14 -0.56 -0.20 2.96  0.259
H15 0.85 -0.16 2.67  0.259
O8 1.53 -0.93 -2.98  -0.581
H16 2.31 -1.18 -2.66  0.303
H17 1.13 -1.68 -3.50  0.279
O9 -2.63 -0.16 1.20  -0.616
H18 -2.56 -1.06 1.27  0.271
H19 -3.53 0.26 0.91  0.297
O10 -1.61 2.58 1.11  -0.584
H20 -1.77 3.06 0.27  0.321
H21 -2.16 1.87 0.91  0.281

(4)
The following is a quantum chemistry calculation of a molecular structure, C44H52Cl2N3O2P2PdSSi2, from the Open Molecules 2025 dataset.

As for the total energy: -128726.285 eV. Its molar mass is 982.4 u. Its net charge is +1. Its spin multiplicity is 5. Its LUMO energy (alpha / beta) is -3.3 / -5.3 eV.

Last column: Mulliken charge in e.
Geometry (Å):
Pd1 -0.02 -0.17 -0.11  -2.311
C1 1.10 -2.38 3.04  -0.878
Si1 1.21 -0.51 3.20  0.065
C2 0.69 -0.06 4.96  -1.113
C3 2.95 0.13 2.84  -0.814
N1 0.22 0.31 2.03  0.524
P1 -1.31 0.79 2.11  3.631
C4 -2.10 1.20 0.62  -2.266
P2 -2.23 1.05 -1.11  3.918
N2 -0.95 0.59 -1.94  0.447
Si2 -0.62 0.09 -3.56  -0.258
C5 -2.07 0.45 -4.71  -1.069
C6 -0.28 -1.77 -3.59  -0.661
C7 0.90 1.00 -4.18  -0.901
C8 -2.69 2.72 -1.64  0.027
C9 -3.49 2.97 -2.76  -0.281
C10 -3.65 4.27 -3.22  -0.904
C11 -3.02 5.32 -2.56  -0.729
C12 -2.23 5.08 -1.44  -0.489
C13 -2.07 3.78 -0.99  -0.721
C14 -3.64 -0.07 -1.33  0.318
C15 -3.37 -1.42 -1.55  0.186
C16 -4.42 -2.31 -1.72  -1.130
C17 -5.73 -1.86 -1.66  -0.721
C18 -6.00 -0.52 -1.42  -0.779
C19 -4.96 0.38 -1.24  -0.864
C20 -2.38 -0.42 2.92  -0.007
C21 -2.78 -0.30 4.25  -0.579
C22 -3.51 -1.32 4.84  -0.780
C23 -3.84 -2.45 4.12  -0.730
C24 -3.45 -2.57 2.79  -1.107
C25 -2.73 -1.55 2.19  0.127
C26 -1.38 2.36 3.03  0.451
C27 -0.19 3.02 3.28  -0.858
C28 -0.19 4.25 3.92  -0.871
C29 -1.40 4.81 4.33  -0.720
C30 -2.59 4.15 4.07  -0.928
C31 -2.59 2.93 3.41  -0.422
H1 1.75 -2.86 3.78  0.535
H2 1.43 -2.72 2.05  0.095
H3 0.08 -2.74 3.20  0.222
H4 1.49 -0.31 5.67  0.465
H5 -0.20 -0.63 5.26  0.281
H6 0.46 1.00 5.07  0.265
H7 3.72 -0.56 3.20  0.446
H8 3.12 1.09 3.33  0.211
H9 3.09 0.27 1.76  0.045
H10 -3.00 -0.01 -4.34  0.252
H11 -1.87 0.04 -5.71  0.493
H12 -2.24 1.52 -4.82  0.305
H13 -1.19 -2.34 -3.43  0.222
H14 0.43 -2.05 -2.81  -0.106
H15 0.15 -2.08 -4.55  0.568
H16 0.75 2.08 -4.17  0.211
H17 1.14 0.71 -5.21  0.470
H18 1.78 0.77 -3.56  0.073
H19 -3.99 2.15 -3.26  0.602
H20 -4.26 4.47 -4.09  0.453
H21 -3.15 6.34 -2.92  0.407
H22 -1.75 5.90 -0.93  0.507
H23 -1.45 3.58 -0.12  0.165
H24 -2.34 -1.75 -1.60  -0.097
H25 -4.21 -3.36 -1.90  0.484
H26 -6.54 -2.56 -1.81  0.427
H27 -7.02 -0.18 -1.36  0.446
H28 -5.16 1.42 -1.04  0.506
H29 -2.52 0.58 4.82  0.514
H30 -3.82 -1.23 5.88  0.448
H31 -4.41 -3.25 4.59  0.411
H32 -3.72 -3.45 2.22  0.470
H33 -2.42 -1.64 1.16  -0.015
H34 0.74 2.55 2.97  0.573
H35 0.74 4.77 4.11  0.442
H36 -1.41 5.76 4.84  0.442
H37 -3.53 4.59 4.39  0.451
H38 -3.53 2.44 3.19  0.527
Cl1 -1.26 -5.12 0.10  -0.166
C32 0.29 -4.52 -0.27  0.742
C33 1.33 -5.40 -0.54  -0.660
C34 2.59 -4.92 -0.85  0.806
Cl2 3.84 -6.04 -1.17  -0.192
C35 2.86 -3.52 -0.89  0.350
C36 4.12 -2.97 -1.20  -1.188
C37 4.27 -1.61 -1.23  -1.131
C38 3.17 -0.80 -0.93  -0.673
N3 1.99 -1.29 -0.63  1.599
C39 1.81 -2.62 -0.61  0.147
C40 0.48 -3.10 -0.30  -0.806
O1 -0.47 -2.32 -0.08  1.091
H39 1.14 -6.46 -0.52  0.540
H40 4.95 -3.63 -1.42  0.489
H41 5.22 -1.15 -1.47  0.540
H42 3.25 0.28 -0.93  0.127
C41 3.14 4.36 1.85  -1.222
C42 2.04 4.26 0.80  0.107
S1 2.30 2.77 -0.25  0.172
O2 0.97 2.10 -0.36  0.126
C43 2.57 3.63 -1.84  -0.799
C44 1.35 4.39 -2.34  -0.840
H43 2.99 5.23 2.48  0.416
H44 4.12 4.46 1.38  0.372
H45 3.16 3.47 2.48  0.153
H46 2.01 5.15 0.18  0.571
H47 1.06 4.09 1.26  -0.264
H48 2.85 2.85 -2.54  0.317
H49 3.44 4.28 -1.68  0.544
H50 0.46 3.78 -2.21  -0.077
H51 1.47 4.62 -3.40  0.439
H52 1.21 5.33 -1.81  0.351

(5)
The following is a quantum chemistry calculation of a molecular structure, C26H29CdN7O4S, from the Open Molecules 2025 dataset.

As for the total energy: -61450.390 eV. Its molar mass is 648.0 u. Its net charge is 0. Its LUMO energy is -0.3 eV.

Last column: Mulliken charge in e.
Geometry (Å):
Cd1 0.91 0.72 -0.28  3.237
C1 1.01 -1.54 -4.36  -1.813
C2 0.66 -0.91 -3.05  0.192
N1 1.53 -0.58 -2.16  0.919
N2 2.84 -0.76 -2.43  -1.397
C3 3.62 -0.64 -1.36  0.343
N3 4.94 -0.86 -1.61  -0.416
S1 3.21 -0.32 0.29  -0.599
C4 -0.76 -0.71 -2.68  -0.384
C5 -1.80 -1.04 -3.55  -0.405
C6 -3.11 -0.86 -3.13  -0.877
C7 -3.35 -0.34 -1.87  -0.884
C8 -2.26 -0.02 -1.07  -0.851
N4 -1.01 -0.20 -1.47  1.761
H1 2.08 -1.52 -4.50  0.444
H2 0.68 -2.58 -4.40  0.299
H3 0.52 -1.01 -5.19  0.399
H4 5.23 -0.88 -2.58  0.244
H5 5.60 -0.57 -0.92  0.249
H6 -1.58 -1.45 -4.52  0.514
H7 -3.93 -1.11 -3.79  0.446
H8 -4.36 -0.17 -1.52  0.489
H9 -2.39 0.38 -0.08  0.475
C9 -0.49 5.01 -1.80  -1.591
C10 0.16 3.77 -1.25  0.313
N5 0.01 2.61 -1.78  0.064
O1 -0.91 2.62 -2.86  -0.572
C11 1.03 3.88 -0.07  0.016
C12 1.60 5.17 0.41  -1.510
N6 1.36 2.78 0.55  0.631
O2 2.14 2.84 1.56  -0.754
H10 -1.42 4.78 -2.31  0.445
H11 0.19 5.45 -2.54  0.318
H12 -0.68 5.74 -1.02  0.388
H13 -0.91 1.70 -3.13  0.285
H14 1.42 6.00 -0.27  0.385
H15 2.68 5.05 0.54  0.342
H16 1.21 5.42 1.40  0.282
C13 1.60 -2.37 3.05  -0.859
O3 0.23 -2.54 2.72  -0.479
C14 -0.08 -2.78 1.43  0.687
C15 0.84 -3.08 0.43  -0.731
C16 0.40 -3.44 -0.84  -0.491
C17 -0.96 -3.51 -1.13  -0.673
C18 -1.87 -3.15 -0.15  -0.489
C19 -1.44 -2.76 1.11  0.485
N7 -2.42 -2.44 2.08  0.036
C20 -2.46 -1.55 3.08  -0.664
C21 -1.67 -0.49 3.46  1.314
C22 -1.88 -0.01 4.80  -0.896
C23 -1.06 0.89 5.37  -0.836
C24 0.05 1.39 4.61  -0.636
C25 0.26 1.03 3.32  -0.794
C26 -0.64 0.13 2.65  0.383
O4 -0.59 -0.07 1.41  -1.238
H17 1.61 -2.09 4.10  0.280
H18 2.05 -1.59 2.45  0.172
H19 2.16 -3.30 2.92  0.360
H20 1.90 -3.02 0.62  0.439
H21 1.14 -3.68 -1.60  0.409
H22 -1.30 -3.82 -2.10  0.352
H23 -2.93 -3.16 -0.37  0.320
H24 -3.21 -3.06 2.06  0.335
H25 -3.30 -1.75 3.74  0.345
H26 -2.71 -0.43 5.37  0.305
H27 -1.21 1.23 6.39  0.395
H28 0.73 2.10 5.07  0.478
H29 1.08 1.47 2.76  0.269

(6)
The following is a quantum chemistry calculation of a gas-phase ion, C4H9NO4P (charge -1), from the Open Molecules 2025 dataset.

As for the total energy: -23266.155 eV. Its molar mass is 166.1 u. Its net charge is -1. Its LUMO energy is 3.7 eV. The SMILES is CC(C)(N)C(=O)[P@](=O)([O-])O.

Last column: Mulliken charge in e.
Geometry (Å):
C1 0.57 -0.63 -0.35  0.220
C2 1.75 1.46 0.71  -1.213
C3 -0.73 1.42 -0.33  -1.325
C4 0.34 0.69 0.49  0.923
N1 -0.34 0.22 1.69  -0.649
O1 -1.71 -1.06 -2.10  -0.683
O2 -2.02 -1.69 0.39  -0.816
O3 1.65 -1.14 -0.67  -0.608
O4 -0.53 -3.08 -1.05  -0.530
P1 -1.14 -1.57 -0.85  0.814
H1 1.68 2.51 0.89  0.379
H2 2.22 1.40 -0.38  0.254
H3 2.33 0.78 1.45  0.258
H4 -1.74 0.86 -0.23  0.231
H5 -0.83 2.45 -0.13  0.454
H6 -0.43 1.19 -1.44  0.302
H7 -1.11 -0.57 1.46  0.430
H8 0.27 -0.12 2.45  0.250
H9 -0.24 -3.12 -2.00  0.307

(7)
The following is a quantum chemistry calculation of a molecular structure, C30H34NO7S2Tm, from the Open Molecules 2025 dataset.

As for the total energy: -98682.351 eV. Its molar mass is 753.7 u. Its net charge is -2. Its spin multiplicity is 3. Its LUMO energy (alpha / beta) is 3.2 / 3.2 eV.

Last column: Mulliken charge in e.
Geometry (Å):
C1 -0.12 -0.11 -6.43  2.996
C2 -0.75 -1.20 -5.48  -2.327
C3 -0.35 1.27 -5.76  -2.268
C4 -1.46 1.08 -4.73  -0.037
H1 -0.57 2.05 -6.49  0.464
H2 0.56 1.55 -5.23  0.434
C5 -1.34 -0.40 -4.33  0.296
H3 0.07 -1.85 -5.18  0.529
H4 -1.49 -1.84 -5.98  0.553
C6 -0.29 -0.33 -3.23  -1.060
H5 -2.26 -0.83 -3.88  0.811
H6 -2.44 1.26 -5.19  0.541
C7 -1.19 1.85 -3.40  1.315
C8 1.36 -0.30 -6.69  -0.652
C9 -0.57 -0.11 -7.89  0.804
O1 -0.88 0.91 -8.47  -0.632
O2 2.15 -0.97 -6.05  -0.604
O3 1.67 0.34 -7.84  -0.241
O4 -0.59 -1.30 -8.55  -0.392
C10 0.03 -2.55 -8.15  -0.469
H7 -0.26 -2.88 -7.14  0.259
H8 1.13 -2.49 -8.22  0.134
H9 -0.36 -3.26 -8.88  0.319
C11 3.04 0.26 -8.17  -0.794
H10 3.67 0.63 -7.35  0.305
H11 3.14 0.90 -9.04  0.261
H12 3.34 -0.76 -8.42  0.305
O5 -0.26 1.03 -2.71  -0.135
H13 0.74 -0.63 -3.52  0.185
H14 -0.56 -1.07 -2.46  0.002
C12 -2.54 2.04 -2.66  -1.715
C13 -0.54 3.23 -3.61  -1.821
H15 -0.94 3.69 -4.53  0.301
H16 0.56 3.17 -3.71  0.297
H17 -0.78 3.82 -2.70  0.514
H18 -2.42 2.49 -1.67  0.433
H19 -3.17 1.14 -2.51  0.270
H20 -3.13 2.75 -3.26  0.434
Tm1 0.15 -0.09 1.05  0.154
C14 -1.85 -1.09 1.96  -0.573
C15 -2.17 -0.74 0.60  -0.752
C16 -1.39 -1.57 -0.25  -0.263
H21 -2.88 0.02 0.25  0.357
C17 -0.55 -2.41 0.56  -1.078
C18 -0.83 -2.11 1.93  -0.394
H22 -0.39 -2.61 2.80  0.439
H23 -2.32 -0.68 2.85  0.650
H24 -1.58 -1.68 -1.31  1.237
H25 0.14 -3.17 0.18  0.402
C19 2.20 1.31 0.61  -0.998
C20 2.53 0.24 1.52  -0.400
C21 2.44 -0.99 0.78  -0.893
H26 2.82 0.33 2.57  0.820
C22 2.04 -0.68 -0.57  -0.339
C23 1.87 0.74 -0.66  -0.322
H27 1.62 1.30 -1.57  0.606
H28 2.22 2.37 0.85  0.395
H29 2.67 -1.98 1.18  0.365
H30 1.99 -1.37 -1.41  0.394
O6 -4.03 2.15 5.52  -0.682
S1 -2.69 2.69 5.45  1.059
O7 -2.32 3.81 6.29  -0.680
N1 -2.22 2.91 3.88  -0.685
C24 -1.22 2.15 3.46  0.130
S2 -0.63 2.40 1.88  -0.345
C25 -0.75 1.20 4.49  0.183
C26 0.20 0.17 4.46  0.543
C27 0.36 -0.65 5.58  -0.927
C28 -0.38 -0.40 6.76  -0.562
C29 -1.33 0.63 6.80  -0.536
C30 -1.50 1.39 5.66  -0.193
H31 0.84 0.03 3.58  0.289
H32 1.06 -1.49 5.56  0.354
H33 -0.22 -1.01 7.65  0.302
H34 -1.92 0.87 7.69  0.330

(8)
The following is a quantum chemistry calculation of a molecular structure, C21H21BN8O2Y, from the Open Molecules 2025 dataset.

As for the total energy: -39854.743 eV. Its molar mass is 517.2 u. Its net charge is +1. Its LUMO energy is -3.1 eV.

Last column: Mulliken charge in e.
Geometry (Å):
Y1 -0.68 0.15 -0.55  1.520
B1 -2.99 1.98 -0.14  -0.160
N1 -1.85 2.76 0.59  0.408
C1 -1.86 3.99 1.11  -0.205
C2 -0.57 4.35 1.47  -1.083
C3 0.19 3.24 1.11  -0.310
N2 -0.57 2.29 0.58  -0.295
N3 -2.83 2.11 -1.66  0.045
C4 -3.41 2.91 -2.56  -0.164
C5 -2.77 2.75 -3.78  -1.076
C6 -1.76 1.82 -3.52  -0.014
N4 -1.81 1.43 -2.24  -0.294
H1 -4.05 2.37 0.24  -0.074
H2 -2.85 0.79 0.14  0.113
H3 -2.79 4.53 1.20  0.454
H4 -0.24 5.27 1.91  0.435
H5 1.26 3.09 1.22  0.486
H6 -4.25 3.52 -2.28  0.473
H7 -3.01 3.22 -4.71  0.399
H8 -1.02 1.42 -4.18  0.380
O1 -0.38 -3.52 -2.36  -0.615
C7 -0.37 -2.72 -1.45  0.208
O2 -1.27 -1.81 -1.19  -0.850
C8 0.84 -2.65 -0.53  0.709
C9 1.65 -3.78 -0.33  -0.949
C10 2.74 -3.67 0.49  -0.850
C11 3.03 -2.43 1.11  1.136
C12 4.14 -2.24 1.96  -0.831
C13 4.37 -1.02 2.53  -0.607
C14 3.51 0.06 2.27  -0.666
C15 2.43 -0.09 1.44  -0.053
C16 2.17 -1.34 0.84  -0.051
N5 1.09 -1.48 0.02  0.633
H9 1.39 -4.70 -0.84  0.596
H10 3.39 -4.52 0.67  0.459
H11 4.80 -3.08 2.16  0.425
H12 5.22 -0.88 3.18  0.403
H13 3.70 1.02 2.73  0.446
H14 1.76 0.74 1.26  0.097
C17 1.16 -1.46 -4.67  -1.011
C18 1.00 -0.64 -3.48  0.641
N6 0.85 0.00 -2.54  -0.562
H15 0.40 -1.19 -5.39  0.318
H16 1.04 -2.50 -4.37  0.305
H17 2.15 -1.30 -5.09  0.350
N7 -1.52 -0.53 3.92  -0.037
C19 -1.65 -1.84 3.52  -0.573
C20 -1.40 -1.84 2.18  -0.608
N8 -1.14 -0.56 1.76  0.506
C21 -1.22 0.20 2.83  -0.541
H18 -1.62 -0.18 4.85  0.229
H19 -1.91 -2.62 4.21  0.420
H20 -1.42 -2.67 1.49  0.482
H21 -1.08 1.27 2.86  0.406